Record 1
The following is a DFT calculation (the ωB97M-V functional and the def2-TZVPD basis) of a 7-piece molecular cluster, C28H56O7 overall in a non-equilibrium geometry.

```
91
Properties=species:S:1:pos:R:3:mulliken_charge:R:1
C -2.527 -4.468 3.475 -0.4589
C -2.295 -3.066 3.000 -0.7458
C -1.127 -3.182 2.132 0.6658
O -0.915 -4.633 1.982 -0.4921
C -1.232 -5.253 3.175 -0.7071
H -3.211 -4.848 2.936 0.3662
H -2.727 -4.278 4.754 0.2278
H -2.191 -2.448 3.768 0.4968
H -2.921 -2.733 2.273 0.3208
H -0.150 -2.737 2.433 -0.1793
H -1.290 -2.794 1.002 -0.1978
H -0.482 -5.274 3.826 0.3509
H -1.163 -6.308 3.021 0.3641
C 0.936 0.162 1.408 -0.0696
C -0.442 0.785 1.443 0.4432
C -1.057 0.283 0.218 -0.3603
O -0.274 -0.839 -0.313 -0.5908
C 1.046 -0.480 0.002 -1.7560
H 1.119 -0.591 2.111 0.4272
H 1.658 1.041 1.441 0.0922
H -0.533 1.906 1.484 -0.0153
H -1.073 0.138 2.158 -0.2174
H -1.250 1.164 -0.294 0.0407
H -2.058 -0.118 0.252 0.2828
H 1.300 0.259 -0.703 0.3410
H 1.821 -1.051 -0.166 1.2691
C -2.725 -0.726 -3.593 -0.1759
C -2.120 0.441 -4.248 -0.3896
C -2.382 1.717 -3.313 -0.6197
O -3.463 1.232 -2.454 -0.3325
C -3.880 -0.038 -2.827 -0.4326
H -2.105 -1.294 -2.989 0.0002
H -3.056 -1.635 -4.235 0.3456
H -2.578 0.484 -5.346 0.2500
H -1.073 0.443 -4.268 0.1079
H -2.687 2.390 -3.883 0.6410
H -1.276 1.892 -2.796 0.1720
H -4.851 -0.080 -3.388 0.3037
H -4.183 -0.603 -1.807 0.1870
C 2.269 -0.868 -5.232 -0.5037
C 3.380 -1.900 -5.325 -0.5368
C 3.946 -1.981 -3.980 -0.6925
O 2.890 -1.454 -3.048 -0.2084
C 2.241 -0.431 -3.782 -0.4301
H 1.325 -1.328 -5.430 0.2594
H 2.474 -0.128 -6.077 0.3423
H 4.203 -1.362 -6.085 0.1854
H 3.212 -2.786 -5.949 0.3276
H 4.781 -1.416 -3.819 0.4652
H 4.323 -2.980 -3.744 0.3103
H 3.008 0.281 -3.876 0.3108
H 1.406 -0.062 -3.273 0.2133
C -4.670 2.155 1.617 -0.1181
C -5.802 2.923 2.035 -1.2661
C -5.527 4.418 1.488 -0.5709
O -4.103 4.422 1.523 -0.4561
C -3.631 3.113 1.019 0.3781
H -4.859 1.244 0.913 0.1694
H -4.269 1.658 2.507 0.1598
H -5.793 2.975 3.063 0.3459
H -6.545 2.653 1.668 0.6647
H -6.076 5.167 1.951 0.4672
H -6.002 4.385 0.513 0.2664
H -2.667 2.968 1.582 -0.1232
H -3.684 3.041 -0.160 0.0790
C 4.287 -3.586 2.299 -0.8622
C 4.520 -2.313 1.567 -0.0646
C 4.360 -2.663 0.092 -0.4818
O 3.358 -3.684 0.107 -0.4212
C 3.421 -4.392 1.388 -0.0405
H 4.038 -3.218 3.230 0.4078
H 5.202 -3.971 2.500 0.4089
H 5.446 -1.787 1.658 0.4361
H 3.707 -1.737 1.549 -0.2119
H 5.309 -3.105 -0.371 0.2590
H 4.101 -2.012 -0.649 0.2694
H 3.932 -5.356 1.398 0.2278
H 2.294 -4.514 1.562 0.0735
C 2.224 5.820 1.323 -0.7003
C 1.149 5.116 2.149 -0.3788
C 1.867 3.842 2.526 -0.3133
O 2.559 3.486 1.371 -0.3702
C 3.100 4.690 0.767 -0.4315
H 2.611 6.457 2.007 0.3166
H 1.968 6.550 0.561 0.3901
H 0.245 4.821 1.514 0.0832
H 0.886 5.602 3.055 0.3887
H 1.119 3.092 2.877 0.2586
H 2.593 3.999 3.354 0.2870
H 3.047 4.514 -0.357 0.2449
H 4.247 4.783 0.751 0.2304
```

The value obtained for the orbital gap is 9.763 eV. Its LUMO energy is 0.677 eV. Its largest force on an atom is 0.275 hartree/bohr. The HOMO energy comes out at -9.09 eV. The spin multiplicity is 1. As for the energy relative to the best compared isomer or geometry (same formula, charge and spin): 292.53 kcal/mol.

***

Record 2
The following is a DFT calculation (the ωB97M-V functional and the def2-TZVPD basis) of C36H52CoN3O2Si as an isolated structure.

```
95
Properties=species:S:1:pos:R:3:mulliken_charge:R:1
Co 0.770 0.282 0.381 0.2835
C -2.606 -5.484 -0.445 -1.4749
C -1.122 -5.544 -0.643 1.0072
C -0.541 -6.487 -1.478 -0.7877
C 0.828 -6.518 -1.694 -0.7642
C 1.646 -5.604 -1.051 -0.7552
C 1.093 -4.668 -0.194 -0.7024
C -0.281 -4.628 -0.003 0.4410
N -0.841 -3.654 0.852 -0.1340
C -0.301 -2.386 1.031 -0.1604
N -0.187 -2.043 2.332 -0.0469
C 0.349 -0.887 2.955 0.1401
C 0.876 0.192 2.237 -0.7018
C 1.458 1.209 3.013 0.3405
C 1.474 1.183 4.389 -0.9861
C 0.902 0.113 5.065 -0.7481
C 0.341 -0.934 4.366 1.5387
C -0.256 -2.095 5.113 -1.7677
N 0.038 -1.605 0.043 -0.2396
C -0.299 -2.032 -1.277 0.4621
C -1.628 -2.281 -1.607 -0.0144
C -1.974 -2.709 -2.875 -1.5781
C -0.986 -2.898 -3.827 -0.9616
C 0.334 -2.636 -3.503 -1.2883
C 0.705 -2.190 -2.239 1.6113
C 2.139 -1.884 -1.946 -1.1430
H -3.111 -6.197 -1.094 0.4134
H -2.983 -4.486 -0.671 0.2552
H -2.895 -5.721 0.583 0.3359
H -1.181 -7.199 -1.983 0.3790
H 1.253 -7.254 -2.363 0.3917
H 2.716 -5.622 -1.205 0.4343
H 1.726 -3.960 0.326 0.7213
H -1.542 -3.951 1.511 0.3730
H -0.301 -2.824 2.955 0.3556
H 1.921 2.044 2.506 0.8895
H 1.932 1.992 4.944 0.4502
H 0.901 0.086 6.147 0.3340
H -0.208 -1.917 6.185 0.3870
H 0.279 -3.032 4.925 0.4094
H -1.307 -2.251 4.856 0.3388
H -2.392 -2.147 -0.852 0.8665
H -3.012 -2.890 -3.117 0.4748
H -1.241 -3.244 -4.820 0.4558
H 1.107 -2.777 -4.249 0.4011
H 2.754 -2.111 -2.816 0.5833
H 2.520 -2.449 -1.095 0.1682
H 2.284 -0.828 -1.713 -0.2101
C 4.341 1.674 -0.980 -1.0681
O 2.947 1.526 -0.698 -0.0188
C 2.592 0.635 0.294 -0.2397
O 3.467 0.019 0.867 -0.6320
H 4.480 2.685 -1.359 0.2413
H 4.646 0.952 -1.740 0.2604
H 4.929 1.514 -0.079 0.4169
C -2.714 1.082 -0.513 -2.2344
C -2.094 2.128 0.419 2.8270
C -2.141 1.523 1.826 -1.8911
C -3.012 3.357 0.399 -1.8566
Si -0.251 2.526 -0.124 -2.3538
C 0.379 4.147 0.735 3.2733
C 1.909 4.261 0.688 -1.6218
C -0.035 4.179 2.212 -2.0751
C -0.197 5.413 0.075 -1.8031
C -0.144 2.668 -2.068 3.4837
C -1.315 3.437 -2.693 -1.7633
C 1.142 3.382 -2.519 -1.8454
C -0.077 1.261 -2.680 -2.1717
H -3.666 0.741 -0.093 0.6428
H -2.072 0.210 -0.620 0.2382
H -2.918 1.467 -1.509 0.2250
H -3.185 1.344 2.105 0.6568
H -1.694 2.161 2.589 0.2096
H -1.625 0.564 1.865 0.2739
H -4.034 3.044 0.638 0.5643
H -3.038 3.835 -0.580 0.3331
H -2.727 4.107 1.135 0.3637
H 2.399 3.435 1.203 0.2534
H 2.207 5.191 1.180 0.6644
H 2.302 4.281 -0.326 0.2142
H 0.277 3.289 2.755 0.3752
H -1.111 4.292 2.341 0.3060
H 0.438 5.041 2.692 0.6477
H 0.171 5.558 -0.940 0.3358
H 0.110 6.288 0.657 0.5682
H -1.285 5.414 0.040 0.2800
H -1.399 4.452 -2.299 0.2894
H -2.273 2.941 -2.553 0.3281
H -1.151 3.518 -3.772 0.5485
H 1.142 4.440 -2.262 0.3944
H 1.212 3.319 -3.609 0.6086
H 2.029 2.919 -2.095 -0.0841
H -0.977 0.665 -2.525 0.2292
H 0.771 0.699 -2.276 0.1596
H 0.088 1.338 -3.759 0.6684
```

The value obtained for the orbital gap (spin up / spin down) is 7.738 / 7.484 eV. Its LUMO energy (spin up / spin down) is -0.132 / 0.310 eV. Its largest force on an atom is 0.016 hartree/bohr. The HOMO energy (spin up / spin down) comes out at -7.87 / -7.17 eV. The spin multiplicity is 1. As for the energy relative to the best compared isomer or geometry (same formula, charge and spin): 7.67 kcal/mol.

***

Record 3
The following is a DFT calculation (the ωB97M-V functional and the def2-TZVPD basis) of C13H14CaN3O6S as an isolated structure in a non-equilibrium geometry.

```
38
Properties=species:S:1:pos:R:3:mulliken_charge:R:1
Ca -0.062 1.897 -0.186 1.5158
O 0.807 -0.030 6.736 -0.7374
C 0.388 -0.862 5.890 0.4319
O 0.224 -2.048 5.913 -0.6807
C 0.263 -0.110 4.532 0.3419
C 0.024 1.215 4.454 -0.6079
C 0.304 1.850 3.232 -0.1596
N 0.689 1.220 2.149 -0.5429
C 0.738 -0.096 2.177 0.6755
C 0.427 -0.802 3.336 -0.6189
C 1.124 -0.804 0.816 0.0164
O 1.484 -1.950 0.776 -0.6766
O 1.030 -0.024 -0.192 -0.4157
H -0.203 1.713 5.380 0.4304
H 0.204 2.934 3.228 0.3324
H 0.577 -1.850 3.491 0.5455
C -2.708 -0.697 -0.315 -0.7315
C -2.732 0.615 -1.129 0.7708
O -3.181 0.662 -2.289 -0.7200
O -2.219 1.590 -0.487 -0.9230
H -1.772 -1.234 -0.613 0.0405
H -3.553 -1.365 -0.640 0.3117
H -2.654 -0.573 0.771 0.3211
C 2.714 -0.381 -2.862 -0.9451
N 1.340 -0.055 -3.085 0.2112
C 0.329 -1.127 -3.099 -0.3536
C -0.837 -0.283 -3.844 -0.7026
N -0.562 1.007 -3.265 0.0481
C 0.714 1.166 -2.985 -0.2425
S 1.287 2.704 -2.394 -0.4294
H 3.081 0.289 -2.061 0.2529
H 3.283 -0.272 -3.753 0.3676
H 2.796 -1.481 -2.541 0.3210
H 0.034 -1.424 -2.077 0.0104
H 0.582 -1.976 -3.715 0.4740
H -1.828 -0.602 -3.471 0.2840
H -0.787 -0.353 -4.898 0.3650
H -1.346 1.536 -2.979 0.4191
```

The value obtained for the orbital gap is 6.890 eV. Its LUMO energy is 1.821 eV. Its largest force on an atom is 0.082 hartree/bohr. The HOMO energy comes out at -5.07 eV. The net charge is -1. The spin multiplicity is 1. As for the energy relative to the best compared isomer or geometry (same formula, charge and spin): 9.30 kcal/mol.

***

Record 4
The following is a DFT calculation (the ωB97M-V functional and the def2-TZVPD basis) of one molecule with the formula C4H8N2O.

```
15
Properties=species:S:1:pos:R:3:mulliken_charge:R:1
C 0.626 1.136 1.027 -1.3921
C 0.128 -0.044 0.198 1.1624
C 0.181 0.400 -1.243 0.1544
N -0.903 -0.007 -1.940 -0.3578
O 1.089 1.062 -1.716 -0.6105
C 0.348 -1.455 0.646 -0.5463
N -0.999 -0.915 0.570 -0.6705
H 0.511 0.878 2.074 0.4154
H 1.682 1.319 0.803 0.2725
H 0.119 2.100 0.853 0.3188
H -1.749 -0.138 -1.416 0.2256
H -0.981 0.211 -2.916 0.2336
H 0.557 -2.269 -0.049 0.2636
H 0.803 -1.565 1.632 0.2778
H -1.412 -0.711 1.475 0.2531
```

The value obtained for the orbital gap is 10.471 eV. Its LUMO energy is 1.003 eV. Its largest force on an atom is 0.019 hartree/bohr. The HOMO energy comes out at -9.47 eV. The spin multiplicity is 1. As for the energy relative to the best compared isomer or geometry (same formula, charge and spin): 33.48 kcal/mol.